No. 1
12
Properties=species:S:1:pos:R:3 method="wB97M-V/def2-TZVPD" de_lowest_kcal_mol=6.0 total_charge=-1 energy_ev=-9805.9395 largest_force_ev_per_a=1.057 homo_lumo_gap_ev=8.5105 e_homo_ev=-4.266
O -2.0901 -0.8825 1.2752
C -1.2447 -0.3243 0.5633
O -1.2188 0.8895 0.2299
C -0.0602 -1.1730 0.0493
N 1.2634 -0.6721 0.4609
H -0.1631 -2.1514 0.5271
H -0.1307 -1.2610 -1.0351
H 1.2080 -0.4706 1.4536
H 1.4135 0.2258 -0.0024
H 0.4363 1.8205 -1.9560
H -0.0237 1.7743 -0.4556
O 0.6101 2.2248 -1.1102

=====

No. 2
76
Properties=species:S:1:pos:R:3 method="wB97M-V/def2-TZVPD" de_lowest_kcal_mol=5.4 energy_ev=-54462.9001 largest_force_ev_per_a=1.252 homo_lumo_gap_ev=7.6756 e_homo_ev=-7.960 smiles="COc1cc(/C=N/NC(=O)[C@@H](Cc2c[nH]c3ccccc23)NC(=O)OCC(C)C)cc([N+](=O)[O-])c1OCc1ccccc1"
C -5.0753 -1.9663 1.8455
H -5.7090 -2.4019 2.6159
H -4.3441 -2.7080 1.5125
O -5.9536 -1.6015 0.8045
C -5.4501 -0.9344 -0.2698
C -4.0991 -0.7419 -0.4701
C -3.6023 -0.0977 -1.6109
C -4.4973 0.3555 -2.5622
C -5.8639 0.1823 -2.3705
C -6.3870 -0.4463 -1.2242
O -7.7184 -0.5180 -1.1352
C -8.3986 -0.7846 0.0788
C -8.0350 0.1471 1.2067
C -8.1467 -0.2831 2.5227
C -7.8097 0.5601 3.5653
C -7.3514 1.8409 3.3036
C -7.2457 2.2777 1.9951
C -7.5919 1.4373 0.9510
H -7.5198 1.7904 -0.0675
H -6.8958 3.2771 1.7831
H -7.0803 2.4963 4.1177
H -7.8995 0.2159 4.5851
H -8.4967 -1.2847 2.7263
H -9.4517 -0.6472 -0.1943
H -8.2502 -1.8254 0.3839
N -6.7327 0.6984 -3.3958
O -7.8566 0.2638 -3.4964
O -6.2644 1.5544 -4.1231
H -4.1661 0.8508 -3.4621
C -2.1777 0.0702 -1.7868
N -1.3633 -0.3285 -0.8960
N -0.0454 -0.1705 -1.0736
C 0.8526 -0.5913 -0.1309
O 0.5431 -1.1298 0.9022
C 2.3017 -0.2661 -0.5038
N 3.1831 -1.1226 0.2475
C 4.0072 -2.0095 -0.3537
O 4.2083 -2.0581 -1.5454
O 4.5921 -2.8013 0.5648
C 5.6346 -3.6563 0.1058
C 7.0158 -3.1028 0.4745
C 7.2639 -1.7617 -0.2119
H 8.2568 -1.3911 0.0333
H 6.5333 -1.0229 0.1110
H 7.1875 -1.8728 -1.2917
C 8.0863 -4.1186 0.0856
H 8.0738 -4.2882 -0.9887
H 9.0712 -3.7533 0.3650
H 7.9174 -5.0691 0.5862
H 7.0388 -2.9527 1.5592
H 5.5480 -3.7685 -0.9801
H 5.4704 -4.6231 0.5888
H 2.9562 -1.2649 1.2211
H 2.4859 -0.4675 -1.5639
C 2.5706 1.2153 -0.1824
C 3.9561 1.6537 -0.5403
C 4.8561 1.0550 -1.3728
N 6.0075 1.7929 -1.4253
C 5.8734 2.8917 -0.6293
C 6.7557 3.9309 -0.3621
C 6.3312 4.9240 0.4936
C 5.0597 4.8887 1.0733
C 4.1809 3.8618 0.8131
C 4.5829 2.8417 -0.0492
H 3.1999 3.8453 1.2646
H 4.7670 5.6883 1.7379
H 6.9908 5.7478 0.7229
H 7.7376 3.9574 -0.8115
H 6.8248 1.5491 -1.9575
H 4.7762 0.1417 -1.9289
H 2.4142 1.3704 0.8887
H 1.8398 1.8363 -0.7117
H 0.2961 0.2606 -1.9367
H -1.8408 0.5515 -2.7129
H -3.3717 -1.0962 0.2402
H -4.5570 -1.0941 2.2522

=====

No. 3
11
Properties=species:S:1:pos:R:3 method="wB97M-V/def2-TZVPD" de_lowest_kcal_mol=34.3 energy_ev=-8991.5402 largest_force_ev_per_a=3.309 homo_lumo_gap_ev=10.5358 e_homo_ev=-9.472 smiles="C=C(F)[C@@H]1CO1"
C -1.0129 -0.2227 -0.2407
C -1.2511 1.0927 -0.1550
C 0.2842 -0.8386 -0.2013
C 1.4651 -0.1799 0.5034
H -2.2541 1.4211 -0.1664
H -0.4958 1.8131 -0.2680
H 0.3440 -1.8357 -0.4571
H 1.3435 0.7685 1.0186
H 2.2546 -0.8076 0.8931
O 1.3897 -0.1700 -0.8833
F -2.0672 -1.0408 -0.0434

=====

No. 4
91
Properties=species:S:1:pos:R:3 method="wB97M-V/def2-TZVPD" energy_ev=-65852.7814 largest_force_ev_per_a=1.364 homo_lumo_gap_ev=8.3264 e_homo_ev=-7.884 smiles="CC[PH]#P(C)CC.CCOC(C)=O.CCOC(C)=O.CCOC(C)=O.CCOC(C)=O.CCOC(C)=O"
C -2.9179 0.3419 -4.0659
C -3.4985 1.2970 -5.1589
P -5.3206 0.9202 -5.3177
P -6.3947 2.0094 -3.7781
C -6.2472 3.8178 -4.2689
C -8.1866 1.5720 -4.0802
C -8.4421 0.0423 -4.2120
H -2.6369 -0.5915 -4.5558
H -2.0956 0.8296 -3.5441
H -3.7217 0.1092 -3.3525
H -3.0626 1.1013 -6.1405
H -3.3185 2.3375 -4.8697
H -5.7233 1.5433 -6.5471
H -6.4775 4.5108 -3.4591
H -5.2188 4.0079 -4.5893
H -6.8794 3.9755 -5.1546
H -8.4988 2.0808 -5.0054
H -8.8485 1.9473 -3.2946
H -8.7771 -0.4015 -3.2743
H -9.1970 -0.0897 -4.9910
H -7.5473 -0.5031 -4.5165
O -4.2569 -0.6265 -1.1757
C -3.3957 -0.5887 -0.3405
O -2.7292 0.5553 -0.1444
C -1.8193 0.7512 0.9429
C -0.4386 0.2309 0.6131
C -2.9916 -1.8198 0.4259
H -2.2166 0.3186 1.8624
H -1.7789 1.8289 1.0991
H -0.4469 -0.8429 0.4365
H 0.2530 0.4356 1.4299
H -0.0614 0.7042 -0.2957
H -2.2890 -2.3947 -0.1760
H -3.8819 -2.4197 0.6027
H -2.5478 -1.6136 1.3973
O 0.2067 -2.2741 2.5415
C 1.0564 -2.2353 3.3890
O 1.7173 -1.0913 3.5934
C 2.6163 -0.8842 4.6902
C 4.0074 -1.3919 4.3727
C 1.4466 -3.4661 4.1615
H 2.2104 -1.3141 5.6082
H 2.6466 0.1942 4.8413
H 4.0143 -2.4675 4.1977
H 4.6908 -1.1732 5.1942
H 4.3875 -0.9230 3.4694
H 2.1580 -4.0417 3.5705
H 0.5533 -4.0652 4.3249
H 1.8734 -3.2580 5.1398
O 6.5325 -1.7907 2.8008
C 7.2831 -0.8627 2.6667
O 6.7755 0.3448 2.3856
C 7.5571 1.5441 2.3836
C 8.2513 1.7523 1.0547
C 8.7753 -1.0423 2.7235
H 8.2524 1.5547 3.2241
H 6.8484 2.3531 2.5560
H 8.9579 0.9502 0.8402
H 8.7935 2.6983 1.0508
H 7.5211 1.7627 0.2447
H 9.1284 -1.3780 1.7488
H 9.0016 -1.8049 3.4656
H 9.3209 -0.1496 3.0167
O 11.9738 -0.5427 3.0800
C 12.3440 -1.6835 3.1013
O 12.0290 -2.4491 4.1540
C 12.2615 -3.8607 4.2015
C 13.6705 -4.1766 4.6572
C 13.2204 -2.2411 2.0121
H 12.0164 -4.3260 3.2456
H 11.5480 -4.2484 4.9271
H 14.4154 -3.7875 3.9626
H 13.8113 -5.2543 4.7447
H 13.8656 -3.7175 5.6266
H 14.2554 -1.9727 2.2204
H 12.9208 -1.7917 1.0678
H 13.1432 -3.3190 1.8891
O -15.0476 3.4593 -2.4442
C -13.9475 3.1480 -2.8019
O -13.1772 4.0588 -3.4142
C -11.7962 3.8446 -3.7156
C -11.6202 3.1148 -5.0302
C -13.4473 1.7357 -2.6509
H -11.2925 3.3421 -2.8880
H -11.3559 4.8381 -3.7884
H -12.0647 2.1193 -5.0010
H -10.5628 3.0116 -5.2717
H -12.1127 3.6598 -5.8362
H -13.8133 1.1407 -3.4868
H -13.8462 1.3290 -1.7244
H -12.3639 1.6521 -2.5938

=====

No. 5
14
Properties=species:S:1:pos:R:3 method="wB97M-V/def2-TZVPD" de_lowest_kcal_mol=27.2 energy_ev=-7361.0768 largest_force_ev_per_a=1.100 homo_lumo_gap_ev=10.0434 e_homo_ev=-9.017 smiles="CC1=CCOC1"
C 1.9356 -0.1338 0.0997
C 0.4496 -0.0890 0.0078
C -0.4009 -0.9987 -0.4560
C -1.8058 -0.4502 -0.3052
O -1.6672 0.6437 0.5970
C -0.3461 1.1162 0.4518
H 2.3839 0.6280 -0.5490
H 2.3256 -1.1109 -0.1965
H 2.2629 0.0787 1.1242
H -0.1236 -1.9921 -0.8069
H -2.4974 -1.2051 0.0970
H -2.2151 0.0625 -1.1817
H -0.0477 1.5235 1.4202
H -0.2538 1.9271 -0.3024

=====

No. 6
99
Properties=species:S:1:pos:R:3 method="wB97M-V/def2-TZVPD" energy_ev=-79802.7611 largest_force_ev_per_a=5.195 homo_lumo_gap_ev=8.8053 e_homo_ev=-9.731 smiles="CCC[C@H](C)[C@]1(S(C)(=O)=O)C(=O)OC[C@]1(C[C@@H](C)F)c1cccnc1.O=C1c2ccccc2C(=O)c2ccccc21.O=C1c2ccccc2C(=O)c2ccccc21"
C 0.2837 -4.8029 -0.1733
C -1.1074 -5.0633 0.4477
C -1.9792 -3.8661 0.9370
C -1.5003 -2.3772 0.8155
C -1.6320 -2.0268 -0.7151
C -0.2179 -1.8592 1.5766
S -0.1339 -2.8027 3.2069
C 0.7595 -1.8674 4.5011
O -1.4655 -2.9059 3.8166
O 0.2796 -4.1945 3.0524
C -0.7647 -0.4816 2.2455
O -1.6507 -0.2597 3.0039
O -0.0294 0.6758 1.9130
C 0.6111 0.2234 0.6784
C 1.1019 -1.2914 0.8922
C 2.4170 -0.9092 1.6911
C 3.4470 -1.8731 2.3111
C 3.1450 -3.3346 2.6877
F 4.6178 -1.9136 1.4783
C 1.5692 -1.6376 -0.5824
C 2.5846 -2.6442 -0.7043
C 3.0043 -2.8913 -2.0402
C 2.4183 -2.1593 -3.0819
N 1.4985 -1.1716 -3.0625
C 1.1451 -0.9920 -1.7623
H 0.8004 -5.7905 -0.2726
H 0.3076 -4.3467 -1.1804
H 0.8925 -4.2498 0.5786
H -1.6871 -5.6932 -0.2729
H -0.9482 -5.7457 1.3163
H -2.4091 -4.1430 1.9251
H -2.8959 -3.8923 0.2927
H -2.3663 -1.8130 1.2428
H -2.6423 -2.3139 -1.0884
H -1.5307 -0.9493 -0.9470
H -0.9292 -2.6112 -1.3501
H 0.0558 -1.4603 5.2604
H 1.4419 -2.5340 5.0747
H 1.3454 -1.0034 4.1327
H -0.2485 0.3783 -0.0019
H 1.3990 0.9577 0.4335
H 2.9968 -0.3359 0.9252
H 2.2259 -0.1088 2.4482
H 3.8508 -1.4095 3.2472
H 4.1279 -3.8677 2.6771
H 2.5186 -3.9022 1.9661
H 2.7285 -3.5113 3.6935
H 3.0539 -3.2313 0.0894
H 3.7715 -3.6532 -2.2392
H 2.7668 -2.4276 -4.1047
H 0.3680 -0.2040 -1.7146
C -0.6209 -3.3959 -6.0122
C -0.0763 -2.3956 -5.2104
C -0.7295 -1.1773 -5.0776
C -1.9242 -0.9559 -5.7560
C -2.4567 -1.9514 -6.5786
C -1.8068 -3.1748 -6.6952
C -3.7051 -1.7104 -7.3469
O -4.1712 -2.5773 -8.0599
C -4.3687 -0.3858 -7.2338
C -5.5067 -0.1225 -7.9894
C -6.1416 1.1051 -7.8818
C -5.6478 2.0728 -7.0115
C -4.5112 1.8174 -6.2605
C -3.8627 0.5920 -6.3758
C -2.6254 0.3433 -5.5921
O -2.1918 1.1897 -4.8343
H -0.1143 -4.3491 -6.1072
H 0.8482 -2.5676 -4.6927
H -0.3081 -0.4044 -4.4507
H -2.2237 -3.9536 -7.3215
H -5.8959 -0.8737 -8.6652
H -7.0246 1.3097 -8.4751
H -6.1491 3.0291 -6.9232
H -4.1269 2.5741 -5.5880
C 3.4409 8.9037 5.0413
C 3.0677 8.9927 3.7032
C 2.3106 7.9862 3.1244
C 1.9327 6.8796 3.8778
C 2.3274 6.7792 5.2131
C 3.0726 7.7999 5.7945
C 1.9740 5.5811 6.0185
O 2.3146 5.4956 7.1822
C 1.2050 4.4879 5.3717
C 0.9145 3.3346 6.0930
C 0.1856 2.3128 5.5024
C -0.2649 2.4418 4.1911
C 0.0269 3.5874 3.4668
C 0.7698 4.6089 4.0498
C 1.1060 5.8156 3.2515
O 0.7176 5.9290 2.1053
H 4.0250 9.6955 5.4947
H 3.3669 9.8502 3.1127
H 2.0175 8.0608 2.0847
H 3.3691 7.7313 6.8336
H 1.2599 3.2310 7.1143
H -0.0353 1.4128 6.0647
H -0.8379 1.6499 3.7378
H -0.3209 3.6826 2.4456

=====

No. 7
70
Properties=species:S:1:pos:R:3 method="wB97M-V/def2-TZVPD" de_lowest_kcal_mol=42.8 total_charge=-1 energy_ev=-58945.8582 largest_force_ev_per_a=4.444 homo_lumo_gap_ev=5.0032 e_homo_ev=-2.504
C 2.8419 -1.8519 -2.6241
C 2.9755 -0.7725 -1.5795
O 1.6472 -0.3331 -1.1947
C 1.5961 0.7956 -0.4041
C 0.3648 1.5648 -0.6086
C -0.8166 0.8540 -0.6664
C -1.9490 1.5007 -1.4300
C -3.2547 1.0324 -1.2463
C -4.3327 1.5447 -1.9703
Cl -5.9231 1.0992 -1.4764
C -4.1357 2.5030 -2.9580
C -2.8240 2.8706 -3.2818
C -1.7547 2.4098 -2.4976
C 0.6179 3.0191 -0.8099
O -0.0064 3.9678 -0.3592
O 1.7245 3.1774 -1.5927
C 2.0317 4.5491 -1.8822
C 3.0543 4.5829 -2.9895
O 2.4936 1.1120 0.3398
H 3.8392 -2.1500 -2.9518
H 2.3877 -2.7696 -2.2372
H 2.2835 -1.5284 -3.5081
H 3.4940 -1.1795 -0.7009
H 3.5426 0.0616 -2.0125
H -0.6376 -0.3037 -0.8525
H -3.4258 0.2468 -0.5274
H -4.9965 2.9195 -3.4588
H -2.6499 3.6047 -4.0761
H -0.7656 2.7330 -2.7890
H 1.1249 5.0845 -2.1957
H 2.4317 5.0137 -0.9692
H 3.2836 5.6349 -3.1691
H 3.9993 4.0991 -2.7022
H 2.6696 4.1738 -3.9369
C -4.9834 1.4580 2.6250
C -3.5113 1.7249 2.7442
O -2.8456 0.7561 1.8494
C -1.5141 0.9403 1.6916
C -0.9144 -0.1264 0.7333
N 0.3661 -0.5830 1.1733
C 0.7366 -1.8160 1.4077
C 1.7683 -2.0771 2.4201
C 2.6964 -3.1328 2.3039
C 3.6735 -3.3376 3.2795
C 3.6999 -2.4922 4.4001
C 2.7774 -1.4392 4.5318
C 1.8414 -1.2222 3.5206
C 0.2099 -2.9793 0.6510
C 0.0856 -4.2967 1.1473
C -0.5105 -5.2783 0.3491
C -1.0068 -4.9719 -0.9260
C -0.8738 -3.6728 -1.4168
C -0.2142 -2.7151 -0.6521
O -0.9206 1.8463 2.1987
H -5.4591 2.0978 3.3659
H -5.4115 1.7767 1.6648
H -5.2326 0.4089 2.7929
H -3.2886 2.7494 2.4218
H -3.1620 1.5686 3.7782
H -1.6792 -0.9730 0.7234
H 2.6239 -3.7764 1.4331
H 4.4193 -4.1259 3.1423
H 4.4506 -2.6537 5.1777
H 2.8208 -0.7731 5.3978
H 1.1499 -0.3919 3.5863
H 0.4985 -4.5407 2.1196
H -0.5789 -6.2963 0.7205
H -1.4708 -5.7462 -1.5431
H -1.2270 -3.4176 -2.4109
H 0.0551 -1.7574 -1.0830

=====

No. 8
13
Properties=species:S:1:pos:R:3 method="wB97M-V/def2-TZVPD" de_lowest_kcal_mol=103.4 energy_ev=-9164.3722 largest_force_ev_per_a=2.734 homo_lumo_gap_ev=8.7225 e_homo_ev=-8.956
C 1.6530 -0.5146 -0.4850
C 0.6016 -0.0341 0.4654
C -0.6578 -1.0189 0.5719
N -1.3315 0.5779 -0.8331
N -1.6877 -0.7747 -0.1187
N -2.1611 1.4381 -0.5879
N 0.8233 0.8724 1.3448
H -2.4198 2.0270 -1.3910
H -0.0351 1.1217 1.8497
H -0.5414 -1.7936 1.3354
H 2.1933 0.3419 -0.8951
H 1.2073 -1.0829 -1.3042
H 2.3559 -1.1601 0.0479

=====

No. 9
79
Properties=species:S:1:pos:R:3 method="wB97M-V/def2-TZVPD" de_lowest_kcal_mol=0.0 energy_ev=-57756.8134 largest_force_ev_per_a=1.036 homo_lumo_gap_ev=9.0723 e_homo_ev=-8.525 smiles="CC1CCN(S(=O)(=O)c2ccc3c(c2)N(CC(=O)NCCCN(Cc2ccccc2)C(C)C)C(=O)CO3)CC1"
C -1.6669 3.3001 -3.6889
H -1.9217 2.4077 -4.2558
H -2.5886 3.7767 -3.3634
H -1.1406 3.9860 -4.3486
C -0.7975 2.9414 -2.4876
C 0.4972 2.2547 -2.9280
C 1.3675 1.9362 -1.7146
N 1.6376 3.1596 -1.0000
S 2.9825 3.2016 -0.0408
O 4.0645 2.6282 -0.7824
O 3.1136 4.5383 0.4590
C 2.6210 2.1210 1.3479
C 2.7715 0.7583 1.1783
C 2.4937 -0.0925 2.2395
C 2.0053 0.4436 3.4407
C 1.8863 1.8183 3.5980
C 2.2040 2.6616 2.5473
H 2.1353 3.7327 2.6405
H 1.5486 2.2005 4.5480
O 1.6672 -0.3741 4.4775
C 1.2447 -1.6612 4.0827
C 2.1423 -2.3231 3.0520
O 2.2905 -3.5312 2.9987
N 2.7297 -1.4749 2.1756
C 3.6395 -2.0219 1.1817
H 4.3633 -1.2585 0.8979
H 4.1543 -2.8724 1.6372
C 2.8646 -2.4954 -0.0615
O 2.7979 -1.8348 -1.0772
N 2.2897 -3.6927 0.1248
H 2.3098 -4.0877 1.0588
C 1.4303 -4.3391 -0.8422
H 1.6069 -5.4153 -0.7748
C -0.0506 -4.0270 -0.5896
H -0.2154 -3.9581 0.4878
H -0.6579 -4.8461 -0.9765
C -0.4491 -2.7065 -1.2536
N -1.6017 -2.0670 -0.6404
C -1.8347 -0.7278 -1.1647
C -1.9911 0.2858 -0.0593
C -2.9571 1.2810 -0.1300
C -3.0628 2.2349 0.8674
C -2.2069 2.1979 1.9539
C -1.2460 1.2033 2.0377
C -1.1342 0.2589 1.0337
H -0.3860 -0.5186 1.0880
H -0.5799 1.1741 2.8873
H -2.2876 2.9389 2.7350
H -3.8162 3.0057 0.7973
H -3.6333 1.3118 -0.9737
H -2.7095 -0.6856 -1.8250
H -0.9709 -0.4301 -1.7695
C -2.7981 -2.8939 -0.5320
C -3.8310 -2.2109 0.3645
H -3.3594 -1.8646 1.2802
H -4.2854 -1.3577 -0.1308
H -4.6180 -2.9163 0.6203
C -3.4360 -3.3000 -1.8700
H -2.7162 -3.8157 -2.5011
H -4.2701 -3.9715 -1.6842
H -3.8129 -2.4347 -2.4101
H -2.4829 -3.8108 -0.0230
H 0.3857 -2.0093 -1.1479
H -0.5908 -2.8837 -2.3346
H 1.7247 -3.9905 -1.8346
H 0.2250 -1.6143 3.6636
H 1.2220 -2.2763 4.9842
H 3.1159 0.3866 0.2272
C 0.4547 3.8122 -0.4953
C -0.4482 4.1858 -1.6685
H 0.0757 4.9023 -2.3025
H -1.3571 4.6552 -1.2890
H 0.7884 4.7001 0.0422
H -0.0903 3.1520 0.1992
H 2.3280 1.5206 -2.0194
H 0.8504 1.2139 -1.0621
H 0.2754 1.3327 -3.4678
H 1.0514 2.9184 -3.5930
H -1.3537 2.2537 -1.8415

=====

No. 10
17
Properties=species:S:1:pos:R:3 method="wB97M-V/def2-TZVPD" de_lowest_kcal_mol=53.4 total_charge=+1 energy_ev=-19804.0221 largest_force_ev_per_a=4.722 homo_lumo_gap_ev=9.8081 e_homo_ev=-14.069
C 1.3283 0.5983 0.7172
C -1.4946 -0.6899 -2.9365
C 0.5274 -0.1259 2.9310
C -0.3870 -0.2075 -2.1046
N 0.6383 0.7515 1.8758
N -0.2024 0.2916 -0.9344
Cl 2.3916 -0.7413 0.5032
H -1.1955 -1.1740 -3.8633
H -2.0729 0.2838 -3.0806
H -2.0548 -1.4193 -2.2227
H 0.5596 -1.1774 2.6413
H -0.4974 0.0452 3.3712
H 1.1480 0.2525 3.7076
H 0.5872 -0.1650 -2.6673
H -0.9187 0.3140 -0.2561
H 0.2409 1.6643 2.1497
H 1.4020 1.4991 0.1684